# C32H38BaN6O2S2

A molecular structure, C32H38BaN6O2S2 at a distorted geometry (ωB97M-V/def2-TZVPD, the Open Molecules 2025 dataset).

Structure (XYZ):
```
81
Properties=species:S:1:pos:R:3:forces:R:3:mulliken_charge:R:1
Ba -0.74117 -0.03559 -0.54616 3.434 1.398 2.607 0.46
C -1.61760 0.27650 3.38655 -0.180 -0.079 -0.196 -1.36
C -0.13683 -0.13537 3.51437 0.065 -0.029 -0.009 0.60
C 0.78166 1.05982 3.45756 -0.161 -0.115 -0.408 0.01
C 1.60188 1.41349 4.52250 0.016 -0.003 0.009 -0.97
C 2.38960 2.54754 4.41366 0.089 0.005 0.164 -0.55
C 2.33342 3.29844 3.25196 -0.010 0.040 -0.068 -0.96
C 1.49587 2.86543 2.23626 -0.326 -0.203 0.100 -0.48
N 0.73459 1.76657 2.31634 0.356 0.263 0.273 0.63
N -2.21671 0.02634 2.06204 -0.213 0.177 0.019 0.85
C -2.89047 -1.28409 1.99257 0.202 0.052 0.048 -0.62
C -1.95799 -2.44568 2.26797 0.235 0.265 -0.519 0.36
C -2.18411 -3.33376 3.30463 -0.056 -0.028 0.088 -1.08
C -1.31979 -4.40553 3.47741 -0.063 -0.082 0.107 -0.45
C -0.25801 -4.55575 2.60693 0.058 -0.042 -0.021 -0.98
C -0.10221 -3.61806 1.59656 -0.143 0.336 -0.125 0.07
N -0.92040 -2.57713 1.41756 -0.082 -0.314 0.343 0.60
C -3.19295 1.08152 1.71591 0.318 0.047 -0.040 -0.70
C -2.54480 2.42119 1.38550 0.245 -0.450 -0.429 0.03
C -2.91433 3.59352 2.01846 -0.047 0.090 0.100 -0.69
C -2.36062 4.79217 1.58954 -0.045 0.129 0.091 -0.57
C -1.46234 4.78922 0.53760 0.037 0.020 0.019 -0.89
C -1.13313 3.57135 -0.03522 -0.253 -0.441 0.091 -0.69
N -1.65068 2.41131 0.38106 -0.346 0.707 0.217 0.79
H -1.70070 1.34399 3.58267 0.046 0.092 0.017 0.64
H -2.22159 -0.22086 4.15704 0.026 -0.054 0.041 0.41
H 0.12926 -0.81656 2.70222 -0.027 0.104 0.040 -0.62
H 0.02271 -0.68773 4.44244 0.005 0.070 0.032 0.48
H 1.61917 0.80018 5.41758 -0.010 0.083 -0.084 0.49
H 3.03723 2.84420 5.23184 -0.041 -0.016 -0.059 0.40
H 2.92290 4.19823 3.12440 -0.028 -0.064 0.028 0.47
H 1.43093 3.43568 1.31174 -0.056 -0.090 0.054 0.55
H -3.28757 -1.40352 0.98129 0.042 0.063 -0.025 0.21
H -3.74169 -1.32076 2.68594 0.004 -0.027 0.139 0.34
H -3.03333 -3.18492 3.96154 0.058 -0.027 -0.022 0.47
H -1.47928 -5.11732 4.27945 0.002 0.053 -0.030 0.42
H 0.44229 -5.37773 2.69836 -0.070 0.065 0.000 0.45
H 0.72633 -3.70954 0.89876 -0.126 0.060 0.042 0.03
H -3.93046 1.21942 2.51664 -0.031 0.028 0.106 0.37
H -3.73521 0.75116 0.82709 0.053 0.002 -0.028 0.38
H -3.63754 3.56396 2.82560 0.047 0.044 -0.042 0.46
H -2.64074 5.72495 2.06598 0.001 -0.056 -0.016 0.40
H -1.03052 5.70436 0.15272 -0.033 -0.026 0.049 0.47
H -0.45923 3.52431 -0.89053 -0.108 -0.066 0.102 0.44
C 2.47202 -0.52752 -2.96374 0.015 -0.195 0.234 -1.06
C 2.45975 0.97581 -2.65322 -0.138 -0.106 0.203 -0.97
N 2.08827 1.27461 -1.26613 0.018 0.023 0.045 0.52
C 3.16156 1.25177 -0.28345 -0.174 -0.142 -0.028 -0.32
C 3.70396 -0.13661 0.05982 0.156 0.071 -0.122 -1.01
S 2.49200 -1.39407 0.55920 -0.142 -0.005 0.101 0.16
C 2.67234 -2.63863 -0.75295 0.015 -0.110 -0.142 -1.24
C 1.63969 -2.59302 -1.88890 -0.062 0.139 0.119 -0.70
N 1.36473 -1.24385 -2.34103 -0.098 0.016 -0.109 0.49
H 2.47968 -0.65007 -4.04885 0.003 0.019 -0.152 0.44
H 3.40020 -0.98214 -2.61195 0.012 0.068 -0.004 0.31
H 3.44042 1.40193 -2.90773 0.052 -0.012 -0.024 0.33
H 1.71378 1.44008 -3.29449 -0.074 0.036 0.015 0.42
H 1.63134 2.17734 -1.23412 0.083 0.027 -0.070 0.09
H 4.02727 1.85022 -0.60128 0.102 0.055 -0.057 0.35
H 2.78341 1.70647 0.63289 0.045 -0.106 -0.120 -0.21
H 4.28092 -0.55236 -0.76598 -0.060 0.029 -0.018 0.44
H 4.41154 -0.01734 0.88092 -0.027 -0.002 0.071 0.59
H 3.69223 -2.55639 -1.13039 -0.012 0.062 -0.019 0.56
H 2.63043 -3.62082 -0.27877 -0.034 0.022 0.051 0.62
H 2.00176 -3.26392 -2.67984 0.101 -0.031 -0.103 0.30
H 0.69115 -3.01991 -1.55039 0.012 0.099 0.043 0.37
H 0.52723 -1.22174 -2.91480 0.055 -0.019 -0.051 0.18
O -3.09602 -0.39808 -1.14446 -0.592 -0.575 -0.971 -0.72
C -2.52051 -0.98546 -2.10915 -0.645 -0.742 -0.379 0.69
O -1.52286 -1.76297 -1.89575 -1.475 -0.617 -1.341 -0.64
C -2.86151 -0.65238 -3.53889 0.030 -0.190 0.140 -0.10
C -3.73775 -1.46286 -4.25788 0.013 0.045 0.213 -0.48
C -4.01765 -1.19874 -5.58804 0.084 0.165 -0.077 -0.64
C -3.39917 -0.10838 -6.19371 0.088 0.016 0.170 -0.48
C -2.51165 0.68877 -5.47835 0.090 0.123 0.063 -0.59
C -2.20495 0.44106 -4.13087 0.028 0.081 0.249 0.42
S -1.04159 1.44729 -3.19629 -0.499 -0.333 -0.808 -0.40
H -4.21205 -2.30860 -3.76618 0.087 0.084 0.004 0.43
H -4.70302 -1.82995 -6.14291 0.047 0.057 0.036 0.38
H -3.60913 0.12186 -7.23254 0.042 0.016 0.040 0.35
H -2.03166 1.53473 -5.95843 -0.026 -0.050 -0.008 0.39
```
Forces are in eV/Å.

Computed properties:
LUMO energy (eV): 0.2
Kohn-Sham gap (eV): 6.412
HOMO (eV): -6.16
Energy above the lowest of the compared OMol25 structures with the same formula, charge and spin (eV): 0.702
Total charge: 0

***

# C32H38HfN3P2SSi2

A molecular structure, C32H38HfN3P2SSi2 (ωB97M-V/def2-TZVPD, the Open Molecules 2025 dataset).

Structure (XYZ):
```
79
Properties=species:S:1:pos:R:3:forces:R:3:mulliken_charge:R:1
Hf -1.05969 -0.28701 0.76555 0.245 0.213 -0.396 -0.04
C -3.97795 2.34756 -2.14230 -0.035 -0.077 0.073 -1.10
Si -3.64598 1.22223 -0.68687 -0.114 0.098 -0.116 0.25
C -3.60017 -0.57863 -1.26787 -0.009 0.089 0.013 -1.22
C -4.92050 1.48717 0.64759 0.061 -0.060 -0.098 -0.92
N -2.04401 1.41612 -0.01616 -0.232 -0.011 -0.218 0.20
P -0.75074 2.42068 -0.05908 0.220 -0.044 0.551 1.33
C 0.40331 1.37506 0.58739 -0.430 -0.431 0.067 -0.66
P 1.23715 0.75512 1.90382 -0.147 0.384 0.289 1.09
N 0.62929 -0.77925 1.92267 0.177 -0.229 -0.167 0.17
Si 1.02703 -2.17793 2.93218 0.025 -0.076 0.233 -0.29
C 1.17703 -3.64935 1.78277 -0.049 0.081 0.056 -1.07
C 2.63625 -1.94447 3.85823 -0.104 -0.062 -0.058 -0.98
C -0.34248 -2.44773 4.17393 0.095 -0.004 -0.057 -1.05
C 3.02568 0.82282 1.80298 -0.036 0.100 -0.075 1.21
C 3.71770 1.91788 2.31731 0.017 -0.030 -0.044 -0.42
C 5.08350 2.03065 2.10937 0.021 0.012 0.006 -0.90
C 5.75789 1.06201 1.37932 -0.008 0.001 0.010 -0.60
C 5.06769 -0.01907 0.84761 -0.005 -0.005 0.012 -0.74
C 3.70320 -0.13541 1.05512 -0.018 -0.063 0.010 -0.82
C 0.71744 1.47485 3.49658 0.115 -0.068 -0.171 1.53
C 1.52979 1.49144 4.62682 0.016 -0.018 0.029 -0.65
C 1.00764 1.84877 5.86238 -0.017 0.013 0.010 -0.97
C -0.33331 2.18192 5.98161 0.040 0.000 -0.022 -0.75
C -1.14851 2.17605 4.85796 -0.042 0.028 -0.042 -0.99
C -0.62554 1.83585 3.62034 -0.043 0.036 0.145 -0.47
C -0.43999 2.93247 -1.75186 0.095 -0.005 -0.030 0.87
C -0.21884 4.26432 -2.08652 -0.055 -0.029 0.010 -0.48
C 0.03524 4.61222 -3.40653 0.005 0.008 -0.035 -0.80
C 0.07374 3.63589 -4.38906 0.002 0.035 0.009 -0.55
C -0.13763 2.30224 -4.05807 -0.014 -0.042 0.028 -0.67
C -0.39170 1.95387 -2.74416 0.018 0.013 -0.017 -0.65
C -1.02266 3.92787 0.88523 -0.030 -0.040 -0.110 0.74
C 0.00286 4.43209 1.67806 -0.007 0.034 -0.031 -0.51
C -0.19216 5.60150 2.39816 0.022 -0.017 0.016 -0.57
C -1.40981 6.26276 2.32929 -0.017 -0.001 -0.007 -0.71
C -2.43572 5.76379 1.53562 0.018 0.006 0.016 -0.62
C -2.24023 4.59994 0.81090 -0.038 -0.052 0.007 -0.26
H -4.82100 1.95205 -2.71478 -0.016 -0.010 0.009 0.46
H -3.13088 2.43956 -2.82180 0.033 -0.030 0.005 0.33
H -4.26432 3.35069 -1.81976 0.041 0.017 0.030 0.32
H -4.59198 -0.92013 -1.57186 0.003 -0.057 0.012 0.37
H -3.29502 -1.28884 -0.48283 -0.041 -0.008 0.024 0.37
H -2.94745 -0.69836 -2.13809 0.020 0.033 -0.003 0.33
H -5.92898 1.35467 0.25060 -0.021 0.000 0.003 0.39
H -4.85118 2.50303 1.04287 0.005 0.018 -0.012 0.32
H -4.79482 0.79806 1.48408 0.013 -0.020 -0.009 0.19
H 2.07360 -3.58983 1.16293 0.007 0.019 -0.009 0.30
H 0.31578 -3.75973 1.11674 -0.027 0.010 0.028 0.33
H 1.24070 -4.56661 2.37180 0.018 -0.032 -0.018 0.36
H 3.50352 -1.83494 3.20916 0.017 0.024 -0.035 0.34
H 2.79529 -2.83532 4.47190 -0.009 -0.018 -0.006 0.50
H 2.60329 -1.09476 4.53973 -0.015 0.041 0.006 0.27
H -1.26676 -2.80249 3.71755 -0.005 -0.002 -0.020 0.31
H -0.56707 -1.52690 4.71830 0.002 0.018 -0.002 0.30
H -0.03038 -3.19763 4.90425 0.005 -0.005 0.014 0.49
H 3.19413 2.67913 2.88260 0.026 0.021 -0.036 0.39
H 5.62074 2.87569 2.51802 0.014 0.006 -0.003 0.44
H 6.82420 1.15123 1.22111 0.007 0.004 -0.002 0.41
H 5.59290 -0.76912 0.27190 0.004 -0.004 -0.003 0.43
H 3.15933 -0.97553 0.63841 0.003 -0.003 -0.006 0.33
H 2.57452 1.22052 4.55055 -0.018 -0.038 0.028 0.55
H 1.65017 1.85819 6.73270 0.001 0.001 0.006 0.47
H -0.74196 2.45258 6.94576 -0.004 -0.004 0.010 0.44
H -2.19307 2.44640 4.94078 0.000 0.002 0.005 0.57
H -1.28446 1.88665 2.75613 0.092 -0.079 0.037 0.15
H -0.25342 5.03247 -1.32474 0.010 -0.005 0.001 0.43
H 0.20094 5.64937 -3.66446 0.004 0.004 -0.009 0.42
H 0.26898 3.91078 -5.41688 0.003 0.004 -0.005 0.40
H -0.10494 1.53976 -4.82458 0.002 -0.001 -0.010 0.43
H -0.55954 0.91271 -2.48614 0.018 0.017 -0.024 0.16
H 0.94811 3.90414 1.73245 -0.012 0.029 0.002 0.47
H 0.60350 5.99180 3.01837 0.004 0.010 0.003 0.45
H -1.56386 7.17119 2.89609 0.008 0.006 0.006 0.39
H -3.38313 6.28272 1.48341 -0.011 0.005 -0.003 0.44
H -3.03747 4.21035 0.18749 -0.009 0.015 0.004 0.23
S -4.11476 -0.99016 4.32237 -0.063 -0.004 0.077 -0.31
C -3.22068 -0.97503 3.04094 0.051 0.025 -0.092 0.69
N -2.53828 -0.96562 2.05365 0.101 0.204 0.104 -0.60
```
Forces are in eV/Å.

Computed properties:
LUMO energy (eV): -4.1
Kohn-Sham gap (eV): 6.849
HOMO (eV): -10.99
Energy above the lowest of the compared OMol25 structures with the same formula, charge and spin (eV): 0.000
Total charge: +1

***

# C32H38N4O5SSiV

A molecular structure, C32H38N4O5SSiV at a distorted geometry (ωB97M-V/def2-TZVPD, the Open Molecules 2025 dataset).

Structure (XYZ):
```
82
Properties=species:S:1:pos:R:3:forces:R:3:mulliken_charge:R:1
V 0.54251 -0.31385 1.94303 -3.817 -0.459 -0.004 -0.01
C -4.60936 0.84989 -2.43972 0.137 0.917 1.406 -0.56
O -4.44201 -0.17639 -3.33667 -0.437 -1.235 -1.788 -0.53
C -3.47742 -1.13569 -3.44242 0.744 -0.292 0.887 0.10
C -3.65048 -2.00982 -4.52957 0.551 -0.110 0.325 -0.53
C -2.76569 -3.06086 -4.76651 -0.185 0.387 0.217 -0.53
C -1.68343 -3.25844 -3.92416 -0.131 0.236 0.247 -0.78
C -1.48124 -2.41162 -2.83521 -0.536 0.159 -0.620 -0.44
C -2.36599 -1.34667 -2.55348 0.056 -0.062 -0.181 0.52
N -2.08923 -0.48325 -1.43340 0.223 -1.643 0.607 0.69
C -1.33664 -0.86438 -0.25687 -2.407 -4.240 -2.693 -0.24
N -1.34383 -2.25826 0.13732 -1.074 1.334 -1.470 -0.01
C -0.66200 -3.00393 1.17211 -0.153 0.141 -0.206 -0.02
C 0.19406 -2.31257 2.01037 1.647 -0.465 2.730 1.35
C 0.94168 -2.95315 3.06725 -2.204 -2.162 -1.987 -1.09
C 0.76980 -4.39776 3.24972 1.374 3.273 0.840 -1.17
C -0.06427 -5.06132 2.44636 -2.207 0.321 -2.702 -0.80
C -0.82224 -4.37408 1.36199 0.609 -0.988 0.917 0.43
O -1.61589 -5.24459 0.65944 0.993 -1.284 1.544 -0.49
C -2.49001 -5.10816 -0.39454 -0.585 0.713 -0.925 -0.62
N -0.72450 -0.04587 0.41042 1.458 6.104 1.563 0.90
C -0.69141 1.44864 0.06266 -1.756 -1.092 -1.241 -0.23
C 0.54815 1.99780 -0.31288 -3.663 0.757 -3.436 0.32
C 0.66054 3.33226 -0.69966 -0.853 -0.651 -0.689 -0.10
C -0.46482 4.15116 -0.70772 -0.735 -0.610 0.022 -1.05
C -1.69982 3.64284 -0.30693 0.629 0.513 -0.148 -0.94
C -1.84038 2.30911 0.09674 1.327 -1.635 0.893 -0.04
O -3.08054 1.96234 0.55291 -0.317 1.776 -1.484 -0.46
C -3.46833 0.86667 1.29388 -0.053 -1.272 1.291 -0.29
H -5.57484 1.35331 -2.65572 0.564 -0.474 -0.033 0.28
H -3.81912 1.61722 -2.56819 -0.236 -0.231 0.370 0.24
H -4.66008 0.45519 -1.40345 0.162 0.515 -0.382 0.24
H -4.48677 -1.87420 -5.19971 -0.111 0.225 0.124 0.43
H -2.92211 -3.71747 -5.61251 -0.051 0.047 0.002 0.37
H -0.98968 -4.06658 -4.11674 0.039 0.041 0.063 0.43
H -0.60754 -2.59255 -2.22657 -0.013 0.275 0.158 0.62
H -2.32871 0.49296 -1.56304 0.469 -0.287 0.458 0.00
H -2.01653 -2.77933 -0.40604 0.165 0.034 0.081 0.08
H 1.61003 -2.40143 3.72523 -0.121 -0.787 -0.161 0.27
H 1.31151 -4.91958 4.03203 -0.022 0.031 -0.045 0.39
H -0.18997 -6.13091 2.58790 -0.247 0.149 -0.354 0.42
H -2.91299 -6.10583 -0.62931 0.351 0.506 0.301 0.26
H -1.95367 -4.76100 -1.30062 -0.508 0.078 0.229 0.21
H -3.34072 -4.45205 -0.11372 0.313 -0.118 -0.430 0.30
H 1.43200 1.37132 -0.32335 -2.311 -0.453 -3.050 -0.25
H 1.62171 3.73099 -0.99661 -0.476 -0.100 -0.420 0.33
H -0.37713 5.18742 -1.00818 -0.064 -0.016 -0.010 0.46
H -2.55814 4.30435 -0.29123 -0.077 -0.213 0.115 0.52
H -4.51741 1.02021 1.61923 0.601 0.232 -0.239 0.29
H -2.83303 0.76726 2.19899 -0.264 -0.298 -0.516 0.08
H -3.47379 -0.05744 0.69737 0.189 0.089 0.278 0.04
C 5.89367 2.84472 -0.05252 -0.629 -0.214 -0.123 -1.20
Si 4.36080 2.07489 -0.89488 0.495 0.501 -0.144 0.09
C 3.94167 3.18114 -2.39568 -0.101 -0.340 0.586 -1.14
C 4.90210 0.42815 -1.58225 -0.131 -0.311 0.016 -1.09
C 2.89612 2.23556 0.34837 2.375 1.780 2.016 1.39
C 2.64322 3.57908 0.75195 0.996 -1.317 0.667 -0.72
C 1.62995 3.92800 1.64616 0.311 0.029 0.205 -1.39
C 0.83696 2.93280 2.16388 0.452 -0.624 0.631 -0.24
N 0.99064 1.64313 1.85069 3.525 0.318 -0.078 -0.08
C 2.05077 1.26059 0.91262 1.857 -0.163 2.560 1.15
S 2.38419 -0.58935 0.36924 -0.582 2.860 -4.960 -0.72
H 6.74610 2.81748 -0.73736 -0.071 0.003 0.044 0.35
H 6.14765 2.27899 0.84835 0.035 0.101 -0.042 0.34
H 5.70197 3.88503 0.22380 0.099 -0.057 0.057 0.35
H 4.76573 3.15880 -3.11458 -0.066 0.000 0.083 0.40
H 3.78179 4.21597 -2.08117 -0.020 0.007 -0.130 0.33
H 3.03573 2.81532 -2.88717 0.053 0.099 -0.061 0.36
H 5.74652 0.57096 -2.26520 -0.023 0.240 0.075 0.36
H 4.10658 -0.05463 -2.15686 0.056 -0.038 0.210 0.34
H 5.24157 -0.25024 -0.79443 -0.186 -0.003 -0.088 0.33
H 3.25077 4.39458 0.36290 0.058 -0.215 -0.079 0.34
H 1.47067 4.96120 1.92720 -0.039 -0.084 -0.024 0.43
H 0.03644 3.14632 2.86142 -0.057 -0.037 0.001 0.51
C 0.12695 -0.28413 4.92427 -1.869 0.373 2.208 -0.45
O 1.52591 -0.50396 4.83781 2.588 -0.017 -1.669 -0.56
C 1.88872 -0.54586 3.55900 -6.320 1.174 5.924 1.33
O 2.19446 -0.58042 2.42503 8.831 -1.465 2.826 -0.41
H -0.14928 -0.25328 5.98257 0.485 -0.114 0.302 0.45
H -0.42987 -1.10079 4.45052 0.472 0.303 0.262 0.23
H -0.14949 0.67512 4.47192 0.387 -0.543 0.399 0.12
H -0.76925 -0.04705 3.07412 0.031 0.077 -2.128 -0.61
```
Forces are in eV/Å.

Computed properties:
<S²>: 0.8048
LUMO energy (alpha / beta) (eV): 0.3 / 0.2
Kohn-Sham gap (alpha / beta) (eV): 7.150 / 7.041
HOMO (alpha / beta) (eV): -6.89 / -6.89
Multiplicity: 2
Total charge: 0

***

no.,E_tot (Eh)
1,-2543.2033
2,-3114.3740
3,-3468.5378